(1)
DFT (the ωB97M-V functional and the def2-TZVPD basis) results for a structure of composition C20H21BrF5GeN3O5RuTe.

As for the charge: -1. The HOMO energy (alpha / beta) comes out at -3.62 / -5.81 eV. The LUMO energy (alpha / beta) is 1.91 / -0.07 eV. The energy above the lowest of the compared OMol25 structures with the same formula, charge and spin is 60.5 kcal per mole. As for the multiplicity: 6.

Geometry (Å):
Ru1 0.64 -1.02 0.61
Br1 -6.27 2.15 -0.72
C1 -4.45 1.83 -0.29
C2 -3.66 2.88 0.16
C3 -2.33 2.61 0.47
C4 -1.78 1.35 0.35
O1 -0.46 1.14 0.64
C5 -2.58 0.26 -0.11
C6 -2.24 -1.10 -0.32
N1 -1.08 -1.77 -0.13
C7 -1.02 -3.13 -0.35
C8 -2.09 -4.00 -0.53
C9 -1.87 -5.37 -0.76
C10 -0.61 -5.90 -0.83
C11 0.51 -5.06 -0.63
C12 1.85 -5.50 -0.63
C13 2.87 -4.64 -0.36
C14 2.57 -3.29 -0.08
N2 1.34 -2.85 -0.11
C15 0.29 -3.70 -0.37
C16 -3.93 0.57 -0.43
H1 -4.06 3.88 0.27
H2 -1.72 3.43 0.80
H3 -3.06 -1.69 -0.71
H4 -3.11 -3.64 -0.46
H5 -2.73 -6.02 -0.87
H6 -0.46 -6.96 -1.00
H7 2.05 -6.55 -0.84
H8 3.90 -4.96 -0.35
H9 3.34 -2.56 0.14
H10 -4.57 -0.23 -0.78
C17 0.22 3.22 -1.90
Ge1 0.94 3.61 -0.13
C18 0.08 5.26 0.54
C19 2.78 4.25 -0.34
C20 0.30 2.23 1.23
H11 0.27 4.14 -2.49
H12 -0.81 2.87 -1.86
H13 0.83 2.45 -2.39
H14 0.59 6.12 0.09
H15 0.19 5.34 1.62
H16 -0.98 5.33 0.29
H17 2.71 5.32 -0.54
H18 3.27 3.76 -1.17
H19 3.38 4.08 0.56
H20 -0.30 2.74 1.98
H21 1.12 1.76 1.75
O2 -0.81 -2.06 4.20
N3 -0.30 -1.82 3.13
O3 0.42 -2.63 2.51
O4 -0.48 -0.69 2.55
F1 3.29 2.01 1.58
Te1 2.91 0.96 -0.12
F2 4.78 0.86 0.12
F3 3.40 -0.67 -1.06
F4 1.07 0.20 -1.21
F5 3.50 1.58 -1.89
O5 2.34 -0.37 1.19

***

(2)
DFT (the ωB97M-V functional and the def2-TZVPD basis) results for the ion C5H9N2S with charge +1.

As for the charge: +1. The HOMO energy comes out at -13.34 eV. The LUMO energy is -4.34 eV. The energy above the lowest of the compared OMol25 structures with the same formula, charge and spin is 85.3 kcal per mole. As for the multiplicity: 1.

Geometry (Å):
C1 2.40 1.82 0.29
C2 1.35 1.27 -0.04
C3 -0.41 -0.41 -0.24
C4 -2.72 0.20 0.00
C5 2.27 -1.63 -0.62
N1 -1.63 -0.75 -0.27
N2 0.18 0.94 -0.65
S1 0.67 -1.69 0.27
H1 3.21 1.98 0.94
H2 -2.29 1.03 0.57
H3 -3.08 0.54 -0.90
H4 -3.53 -0.43 0.46
H5 2.65 -0.69 -0.88
H6 2.16 -2.21 -1.62
H7 3.13 -2.16 -0.18
H8 -1.90 -1.60 0.07
H9 -0.29 1.68 -1.12

***

(3)
DFT (the ωB97M-V functional and the def2-TZVPD basis) results for a structure of composition C41H46BeP2.

The HOMO energy comes out at -7.88 eV. The LUMO energy is 0.01 eV. As for the multiplicity: 1.

Geometry (Å):
Be1 -0.29 0.89 2.40
C1 3.99 2.71 0.12
C2 3.88 2.68 -1.21
C3 4.42 1.59 -2.06
C4 3.38 0.43 -2.19
C5 3.02 -0.26 -0.92
C6 3.90 -0.63 0.03
C7 5.03 0.27 0.52
C8 4.58 1.68 1.05
C9 -0.72 -0.45 3.27
H1 3.63 3.59 0.66
H2 3.32 3.47 -1.74
H3 5.40 1.22 -1.70
H4 4.58 1.96 -3.07
H5 2.44 0.80 -2.63
H6 3.76 -0.33 -2.89
H7 1.92 -0.44 -0.79
H8 4.06 -1.72 0.28
H9 5.85 0.42 -0.21
H10 5.55 -0.26 1.34
H11 3.82 1.51 1.84
H12 5.44 2.17 1.54
H13 -1.27 -0.12 4.19
H14 0.26 -0.84 3.59
H15 -1.27 -1.24 2.72
P1 -2.68 0.69 -1.25
P2 -2.52 -2.28 -0.26
C10 -1.68 -0.50 -2.18
C11 -1.72 -1.81 -1.83
C12 -3.97 1.01 -2.60
C13 -3.83 0.55 -3.92
C14 -4.83 0.80 -4.87
C15 -6.00 1.48 -4.52
C16 -6.15 1.92 -3.20
C17 -5.15 1.68 -2.24
C18 -1.49 2.08 -1.51
C19 -0.40 2.14 -0.63
C20 0.51 3.18 -0.72
C21 0.39 4.12 -1.75
C22 -0.65 4.02 -2.67
C23 -1.60 3.01 -2.55
C24 -3.74 -3.49 -1.09
C25 -4.69 -2.97 -2.00
C26 -5.61 -3.80 -2.63
C27 -5.63 -5.18 -2.35
C28 -4.68 -5.71 -1.47
C29 -3.75 -4.87 -0.85
C30 -1.26 -3.50 0.35
C31 -1.42 -3.95 1.68
C32 -0.56 -4.92 2.19
C33 0.47 -5.43 1.39
C34 0.64 -4.98 0.08
C35 -0.22 -4.00 -0.43
H16 -1.09 -0.14 -3.04
H17 -1.41 -2.61 -2.51
H18 -2.95 0.00 -4.23
H19 -4.69 0.46 -5.90
H20 -6.78 1.67 -5.26
H21 -7.05 2.46 -2.91
H22 -5.29 2.02 -1.22
H23 -0.27 1.35 0.13
H24 1.32 3.25 0.02
H25 1.11 4.93 -1.82
H26 -0.72 4.73 -3.49
H27 -2.43 2.94 -3.25
H28 -4.69 -1.90 -2.23
H29 -6.33 -3.39 -3.34
H30 -6.37 -5.83 -2.82
H31 -4.67 -6.78 -1.27
H32 -3.01 -5.31 -0.17
H33 -2.22 -3.53 2.30
H34 -0.70 -5.27 3.22
H35 1.13 -6.19 1.80
H36 1.42 -5.38 -0.55
H37 -0.06 -3.64 -1.44
C36 2.67 2.87 6.36
C37 3.06 2.48 4.92
C38 3.84 3.65 4.32
C39 4.02 1.29 5.04
C40 1.96 2.11 3.96
C41 1.10 1.67 3.20
H38 3.57 3.30 6.83
H39 2.35 2.01 6.96
H40 1.86 3.61 6.40
H41 4.65 3.95 4.99
H42 4.27 3.36 3.35
H43 3.19 4.50 4.12
H44 3.54 0.50 5.62
H45 4.22 0.88 4.04
H46 4.97 1.57 5.51

***

(4)
DFT (the ωB97M-V functional and the def2-TZVPD basis) results for an isolated molecule of C4H6N2O.

The HOMO energy (alpha / beta) comes out at -7.60 / -7.60 eV. Its structure (SMILES) is C/C(C=C=O)=N\N. The LUMO energy (alpha / beta) is 0.34 / 0.34 eV. The energy above the lowest of the compared OMol25 structures with the same formula, charge and spin is 103.1 kcal per mole. As for the multiplicity: 1.

Geometry (Å):
C1 -1.01 1.39 -0.54
C2 0.05 0.42 -0.12
C3 1.30 0.70 0.49
C4 1.82 -0.55 0.67
O1 2.40 -1.37 1.28
N1 0.04 -0.84 -0.47
N2 -0.66 -1.82 0.21
H1 -1.51 1.06 -1.45
H2 -1.77 1.48 0.23
H3 -0.57 2.37 -0.73
H4 1.86 1.61 0.44
H5 -0.29 -2.71 -0.12
H6 -1.66 -1.74 0.11

***

Repeat the first record exactly.
DFT (the ωB97M-V functional and the def2-TZVPD basis) results for a structure of composition C20H21BrF5GeN3O5RuTe.

As for the charge: -1. The HOMO energy (alpha / beta) comes out at -3.62 / -5.81 eV. The LUMO energy (alpha / beta) is 1.91 / -0.07 eV. The energy above the lowest of the compared OMol25 structures with the same formula, charge and spin is 60.5 kcal per mole. As for the multiplicity: 6.

Geometry (Å):
Ru1 0.64 -1.02 0.61
Br1 -6.27 2.15 -0.72
C1 -4.45 1.83 -0.29
C2 -3.66 2.88 0.16
C3 -2.33 2.61 0.47
C4 -1.78 1.35 0.35
O1 -0.46 1.14 0.64
C5 -2.58 0.26 -0.11
C6 -2.24 -1.10 -0.32
N1 -1.08 -1.77 -0.13
C7 -1.02 -3.13 -0.35
C8 -2.09 -4.00 -0.53
C9 -1.87 -5.37 -0.76
C10 -0.61 -5.90 -0.83
C11 0.51 -5.06 -0.63
C12 1.85 -5.50 -0.63
C13 2.87 -4.64 -0.36
C14 2.57 -3.29 -0.08
N2 1.34 -2.85 -0.11
C15 0.29 -3.70 -0.37
C16 -3.93 0.57 -0.43
H1 -4.06 3.88 0.27
H2 -1.72 3.43 0.80
H3 -3.06 -1.69 -0.71
H4 -3.11 -3.64 -0.46
H5 -2.73 -6.02 -0.87
H6 -0.46 -6.96 -1.00
H7 2.05 -6.55 -0.84
H8 3.90 -4.96 -0.35
H9 3.34 -2.56 0.14
H10 -4.57 -0.23 -0.78
C17 0.22 3.22 -1.90
Ge1 0.94 3.61 -0.13
C18 0.08 5.26 0.54
C19 2.78 4.25 -0.34
C20 0.30 2.23 1.23
H11 0.27 4.14 -2.49
H12 -0.81 2.87 -1.86
H13 0.83 2.45 -2.39
H14 0.59 6.12 0.09
H15 0.19 5.34 1.62
H16 -0.98 5.33 0.29
H17 2.71 5.32 -0.54
H18 3.27 3.76 -1.17
H19 3.38 4.08 0.56
H20 -0.30 2.74 1.98
H21 1.12 1.76 1.75
O2 -0.81 -2.06 4.20
N3 -0.30 -1.82 3.13
O3 0.42 -2.63 2.51
O4 -0.48 -0.69 2.55
F1 3.29 2.01 1.58
Te1 2.91 0.96 -0.12
F2 4.78 0.86 0.12
F3 3.40 -0.67 -1.06
F4 1.07 0.20 -1.21
F5 3.50 1.58 -1.89
O5 2.34 -0.37 1.19

***

The highest multiplicity belongs to which entry? C20H21BrF5GeN3O5RuTe

***

multiplicity of number 2 (C5H9N2S)? 1